(1)
C7H15N2Pb | ωB97M-V/def2-TZVPD

Structure (XYZ):
```
25
Properties=species:S:1:pos:R:3:forces:R:3:nbo_charge:R:1
C -3.372397 -0.457008 1.088920 -0.559 0.455 0.473 -0.86
Pb 1.037198 -0.149725 0.563187 0.058 -0.339 -0.246 1.22
N 2.986806 0.382834 -0.898691 0.226 0.294 -0.002 -1.08
N -0.143475 1.930659 -0.545629 -0.087 0.109 0.045 -1.09
H 2.768557 -0.028445 -1.805003 0.100 -0.101 0.144 0.42
H -3.305400 -0.605604 2.220051 0.338 0.175 -1.700 0.23
H -3.995826 -1.275119 0.653800 0.969 0.484 0.201 0.24
H -2.404306 -0.251127 0.545891 -0.811 -0.806 0.760 0.18
H -3.959373 0.462943 0.919984 0.120 -0.300 0.239 0.22
H 0.217428 2.020220 -1.497736 -0.232 0.167 0.231 0.40
H 0.107360 2.787799 -0.022956 -0.194 -0.659 -0.433 0.41
H -1.173187 1.905318 -0.608769 0.664 -0.022 0.048 0.41
H 3.207013 1.362612 -1.056338 0.047 0.009 0.032 0.40
H 3.849611 -0.044848 -0.554188 -0.246 -0.004 -0.151 0.41
C 0.323460 -4.052607 -2.703552 0.626 1.367 0.837 -0.19
C 1.095434 -4.159998 -1.540687 -0.050 0.178 0.063 -0.19
C 1.297358 -3.055159 -0.690835 0.504 -0.655 0.105 -0.26
C 0.850582 -1.793953 -1.036297 -1.235 0.645 1.008 -0.47
C -0.013250 -1.688330 -2.116374 -0.181 -0.335 -0.756 -0.27
C -0.236475 -2.782087 -2.953722 0.077 -0.698 -0.498 -0.20
H 0.220947 -4.894693 -3.384245 -0.151 0.266 0.158 0.24
H 1.568561 -5.097742 -1.292803 -0.096 -0.170 0.123 0.23
H 1.794264 -3.186841 0.285421 0.071 -0.205 -0.648 0.20
H -0.570479 -0.772591 -2.304629 0.257 0.008 -0.219 0.20
H -0.813475 -2.668992 -3.865079 -0.216 0.138 0.187 0.22
```
Forces are in eV/Å.

Computed properties:
- E_LUMO (eV) = -3.69
- HOMO (eV) = -12.147
- charge = +1
- energy above the lowest of the compared OMol25 structures with the same formula, charge and spin (kJ/mol) = 0.0
- electronic energy (hartree) = -577.84074
- F_max (eV/A) = 1.74
- frontier orbital gap (eV) = 8.46

***

(2)
C20H14N2O2 | ωB97M-V/def2-TZVPD

Structure (XYZ):
```
38
Properties=species:S:1:pos:R:3:forces:R:3:nbo_charge:R:1
O 1.818606 3.257547 -1.967210 -0.067 -0.003 0.167 -0.57
C 1.310515 2.413422 -1.258206 0.053 0.134 -0.180 0.62
N 0.962367 1.199616 -1.800719 0.309 -0.096 -1.125 -0.42
N 0.303167 0.228472 -1.165249 -0.346 -0.523 0.345 -0.22
C 0.017851 -0.849216 -1.785454 0.563 0.698 -0.479 0.02
C -0.728147 -1.901239 -1.128065 -0.568 -0.327 0.708 0.00
C -1.388146 -1.607922 0.051862 0.272 0.019 -0.464 -0.20
C -2.147194 -2.567163 0.722041 -0.126 -0.360 0.059 -0.21
C -2.259967 -3.831414 0.210532 -0.013 0.196 0.139 -0.19
C -1.603579 -4.183941 -0.986130 0.109 0.188 -0.071 0.03
C -1.711292 -5.490625 -1.508219 0.063 -0.162 -0.175 -0.20
C -1.063504 -5.845369 -2.656698 -0.195 -0.122 0.222 -0.21
C -0.273040 -4.902697 -3.327891 0.140 0.290 -0.062 -0.20
C -0.151446 -3.627277 -2.848158 0.118 -0.122 -0.273 -0.19
C -0.816333 -3.218172 -1.673277 -0.184 -0.026 0.288 -0.09
C 1.052505 2.594813 0.177048 -0.162 -0.721 0.723 0.16
C 0.824784 1.705788 1.191084 0.132 0.361 -0.549 -0.22
C 0.714146 2.480185 2.378340 0.122 0.795 -0.007 -0.16
C 0.484481 2.195375 3.725483 0.026 0.041 -0.122 -0.17
C 0.440033 3.246936 4.611380 -0.035 -0.091 0.164 -0.23
C 0.618807 4.567690 4.186560 0.013 0.031 -0.069 -0.20
C 0.847368 4.877751 2.862394 0.052 0.082 -0.319 -0.27
C 0.894298 3.819056 1.965733 -0.207 -0.793 0.847 0.36
O 1.103591 3.875194 0.638704 0.112 0.382 -0.395 -0.40
H 1.190160 1.093797 -2.794891 -0.049 0.142 0.376 0.38
H 0.318256 -0.985962 -2.828708 0.009 0.072 0.061 0.16
H -1.318748 -0.604240 0.441039 -0.028 0.103 0.032 0.23
H -2.650643 -2.300279 1.639404 -0.052 -0.001 0.065 0.22
H -2.852823 -4.580491 0.715439 -0.059 -0.061 0.052 0.21
H -2.317431 -6.208543 -0.974297 -0.053 -0.071 0.041 0.21
H -1.150091 -6.847143 -3.050417 -0.027 -0.083 0.000 0.22
H 0.245333 -5.191151 -4.230583 0.054 0.016 -0.064 0.22
H 0.474652 -2.930670 -3.383193 0.056 0.039 -0.057 0.20
H 0.756114 0.642370 1.099892 -0.016 -0.122 -0.049 0.25
H 0.346755 1.176515 4.053477 -0.016 -0.096 0.070 0.21
H 0.264063 3.056144 5.659583 -0.014 -0.024 0.080 0.21
H 0.577019 5.362306 4.916081 0.001 0.081 0.040 0.22
H 0.987173 5.892726 2.527604 0.014 0.133 -0.017 0.23
```
Forces are in eV/Å.

Computed properties:
- E_LUMO (eV) = -0.28
- HOMO (eV) = -8.137
- structure (SMILES) = O=C(N/N=C/c1cccc2ccccc12)c1cc2ccccc2o1
- energy above the lowest of the compared OMol25 structures with the same formula, charge and spin (kJ/mol) = 0.0
- electronic energy (hartree) = -1030.51823
- F_max (eV/A) = 1.18
- frontier orbital gap (eV) = 7.86